(1)
13
Properties=species:S:1:pos:R:3:forces:R:3:lowdin_charge:R:1 method="wB97M-V/def2-TZVPD" lumo_energy_ev="-6.219 / -6.129" orbital_gap_ev="7.437 / 8.224" charge=+1
C 1.00162 -0.60733 -1.04489 -0.32 0.91 -3.12 -0.10
C -0.80031 0.74973 -0.94197 -2.55 0.90 0.76 0.11
C -0.02169 0.03832 -1.89890 0.83 -1.51 -1.36 -0.14
C -1.20951 0.28240 1.74470 -0.38 1.44 0.26 0.11
C 1.79671 -0.98866 -0.24851 0.39 -0.90 0.50 0.16
C 0.16569 0.33517 1.32206 -1.32 -0.02 -0.60 0.04
N -0.69554 0.65372 0.30027 1.46 -0.82 1.49 0.01
H 0.13777 0.69197 -2.78613 1.16 0.00 0.81 0.16
H -0.58272 -0.71473 -2.53957 -0.11 0.45 1.34 0.18
H -1.63736 -0.69548 1.70994 -0.76 -0.32 -0.07 0.13
H -1.67169 1.10552 2.34146 0.25 -0.87 -0.45 0.15
H 2.47117 -1.58324 0.30115 0.48 -0.03 0.47 0.07
H 1.04585 0.73260 1.74038 0.86 0.79 -0.02 0.13

***

(2)
28
Properties=species:S:1:pos:R:3:forces:R:3:lowdin_charge:R:1 method="wB97M-V/def2-TZVPD" lumo_energy_ev=-6.159 orbital_gap_ev=8.200 charge=+2
C 1.23899 -0.90242 0.08138 -0.97 2.29 -1.21 -0.39
C -0.83824 -2.72921 -1.40750 -0.46 2.29 -0.19 0.00
C -0.66102 -2.75549 1.16758 -2.19 -0.15 -1.82 0.01
C 2.14801 0.12824 0.20385 0.41 1.18 0.38 -0.56
C 0.51355 4.13480 -0.00975 -4.22 4.23 -0.34 -0.27
C -0.92840 -1.93721 -0.10954 3.48 0.61 0.00 -0.64
N -0.08598 -0.72858 -0.06759 0.27 0.03 0.15 -0.31
N -0.70835 3.63461 0.07834 3.35 -0.46 -0.03 -0.36
N 0.70315 5.47890 -0.07916 1.36 -1.04 0.53 0.16
N -2.32281 -1.43197 -0.09510 -0.15 -1.90 -2.83 0.22
I 4.22300 -0.44195 0.15967 -0.75 -0.13 0.17 1.34
I -0.65004 1.56823 -0.08427 -0.43 -1.72 0.24 1.34
H 1.61941 -1.85178 -0.14863 0.61 -1.55 0.24 0.08
H -0.98023 -1.96715 -2.25450 -0.06 -1.31 0.89 0.13
H -1.65416 -3.41655 -1.27179 -0.11 -0.92 -0.96 0.09
H 0.12050 -3.16756 -1.54748 0.55 -0.72 -0.05 0.09
H -0.88530 -2.01787 1.92368 -0.34 -0.64 0.99 0.10
H -1.31621 -3.64005 0.98326 0.06 0.44 1.33 0.12
H 0.31015 -3.16319 1.30317 0.99 0.06 -0.24 0.08
H 1.98383 1.27503 0.29257 0.73 -2.75 0.09 -0.02
H 1.31770 3.51666 -0.16543 1.78 -1.42 -0.28 0.07
H -1.53088 4.16198 0.06150 -1.15 1.34 0.07 0.07
H 4.36425 -1.61416 1.32668 -0.20 0.61 -0.23 -0.11
H 0.06278 6.09971 0.40854 0.05 -0.08 -0.46 0.14
H 1.65870 5.84818 -0.24312 -1.08 -0.43 0.34 0.15
H -2.31422 -0.48488 0.22094 -0.61 0.88 0.90 0.04
H -2.82950 -2.15867 0.44571 -0.59 1.12 -0.37 0.19
H -2.55868 -1.43769 -1.17301 -0.31 0.14 2.72 0.21

***

(3)
79
Properties=species:S:1:pos:R:3:forces:R:3:lowdin_charge:R:1 method="wB97M-V/def2-TZVPD" lumo_energy_ev="-0.271 / -0.367" orbital_gap_ev="4.788 / 7.412" multiplicity=2 s_squared=0.784
Hg 2.39734 -20.01862 11.72345 -0.56 1.17 -0.26 1.26
C -2.03553 -19.44910 10.64544 -0.55 -0.89 -0.69 -0.06
C -1.67480 -20.35431 11.79762 0.28 0.76 1.14 -0.20
C -1.49098 -21.73689 11.68121 0.29 -0.34 -0.19 -0.19
C -1.84171 -22.49835 10.39415 0.41 0.23 -0.18 -0.05
C -0.92881 -22.46441 12.74844 -0.30 0.39 0.91 -0.20
C -0.72186 -23.94813 12.68624 0.54 -0.58 0.26 -0.05
C -0.66947 -21.84451 13.99252 -0.48 0.92 -0.25 -0.19
C -0.19738 -22.62028 15.19814 -0.95 -1.39 -0.12 -0.05
C -1.00018 -20.47968 14.17362 -0.14 -0.32 -1.58 -0.19
C -0.82453 -19.85762 15.52185 -0.57 0.31 0.87 -0.06
C -1.47872 -19.71650 13.06018 0.57 -1.18 0.73 -0.18
C -1.77083 -18.25577 13.32239 -1.15 0.95 -1.00 -0.07
H -3.11015 -19.19065 10.67675 0.43 0.09 -0.11 0.09
H -1.83847 -19.92009 9.65831 -0.09 0.33 0.65 0.07
H -1.43932 -18.55263 10.71144 0.05 0.36 -0.15 0.06
H -0.88146 -22.89011 9.94364 -1.16 0.20 0.25 0.10
H -2.36717 -21.86516 9.65018 0.48 -0.34 0.47 0.06
H -2.53577 -23.33467 10.61345 0.56 0.32 -0.13 0.08
H -1.33120 -24.44041 13.47898 0.25 0.15 -0.67 0.10
H 0.34076 -24.21272 12.91841 -0.74 0.24 -0.32 0.09
H -0.97347 -24.34731 11.69900 0.05 -0.11 0.41 0.06
H 0.35417 -23.53693 14.92389 -0.22 0.53 0.13 0.07
H -1.08906 -22.94592 15.81063 0.69 0.19 -0.58 0.11
H 0.40770 -22.06451 15.88371 0.47 0.50 0.17 0.06
H -1.36641 -20.42758 16.32074 0.51 0.31 -0.64 0.10
H -1.22681 -18.83321 15.56139 0.33 -0.48 0.03 0.06
H 0.23175 -19.81039 15.80780 -0.09 -0.02 0.06 0.08
H -0.86499 -17.64438 13.50073 -0.34 -0.32 -0.08 0.08
H -2.43612 -18.13889 14.20890 0.47 -0.07 -0.63 0.08
H -2.33614 -17.77206 12.45920 0.80 -0.61 1.13 0.09
S 2.44236 -15.83952 15.94434 0.55 0.37 -0.99 0.99
C 3.15951 -14.48344 16.73380 0.44 0.38 0.05 -0.44
C 3.63336 -13.55643 15.84382 -0.26 -0.21 -0.37 -0.18
C 3.46608 -13.96602 14.46779 0.41 0.11 0.76 -0.13
C 2.88782 -15.19555 14.35358 -0.29 0.33 0.37 -0.48
C 2.65473 -15.80017 13.05368 -0.92 -2.74 0.24 -0.25
C 2.37925 -17.17948 12.92222 0.49 2.06 1.74 -0.14
N 2.23383 -17.79578 11.75684 0.01 -1.49 -0.14 -0.07
C 2.47609 -17.09723 10.59581 -0.71 -0.62 -1.25 -0.18
C 2.59394 -15.69153 10.61609 0.77 -0.26 0.87 -0.16
C 2.80014 -15.01993 9.37164 0.16 0.01 -1.04 -0.03
C 2.82441 -15.70514 8.17361 -0.27 0.05 0.25 -0.02
C 2.59888 -17.14249 8.11334 -0.03 -0.24 0.03 -0.14
C 2.54958 -17.96161 6.95882 -0.17 0.79 0.26 0.02
C 2.08922 -19.27494 7.03803 -0.08 0.52 0.77 -0.21
C 1.73165 -19.76470 8.33714 1.11 -0.66 -0.72 -0.06
N 2.03910 -19.12007 9.44260 -0.97 -1.16 -0.58 0.02
C 2.38710 -17.83370 9.35151 0.59 2.46 1.19 -0.20
C 1.97420 -20.12429 5.86422 -0.56 -1.58 0.09 -0.51
C 1.60543 -21.46730 5.88385 0.12 0.66 -1.16 -0.11
C 1.47296 -22.01256 4.54615 0.63 0.96 0.91 -0.18
C 1.80208 -21.12196 3.56708 -0.14 0.47 0.71 -0.40
S 2.22107 -19.57447 4.24708 -0.23 -0.51 -0.10 1.03
C 2.65745 -15.05206 11.87485 -0.12 0.95 -0.90 -0.01
H 3.29773 -14.48731 17.82248 -0.37 0.10 -0.63 0.07
H 4.05991 -12.59515 16.12007 0.06 -0.34 0.09 0.10
H 3.85517 -13.44775 13.57897 -0.25 -0.09 0.76 0.11
H 2.25201 -17.75104 13.84750 0.09 -0.07 -0.41 0.09
H 2.99556 -13.93003 9.42029 -0.28 -0.79 -0.24 0.12
H 2.92523 -15.13977 7.23671 0.14 -0.38 0.41 0.11
H 2.81609 -17.54178 5.97876 -0.11 -0.11 0.45 0.11
H 1.34528 -20.79418 8.44470 0.19 0.71 0.02 0.12
H 1.43569 -22.04000 6.79644 0.01 0.18 -0.42 0.10
H 1.20620 -23.02591 4.37150 -0.24 -0.61 -0.23 0.09
H 1.77093 -21.23135 2.49394 0.08 -0.10 0.09 0.06
H 2.64487 -13.96416 11.98267 0.13 -0.36 -0.49 0.11
N 4.84816 -19.87011 11.85188 -0.14 1.07 -0.35 -0.06
C 5.33305 -21.22982 11.84291 -0.31 -1.19 -0.72 -0.30
C 4.85084 -22.03805 13.04837 -1.08 0.82 0.39 -0.09
C 3.33337 -22.51774 12.99571 0.27 -0.65 -0.52 -0.62
O 2.97593 -23.47793 13.63296 0.68 -0.15 0.83 0.06
O 2.47850 -22.03208 12.11745 0.34 0.86 -0.23 -0.24
H 5.11268 -19.29045 11.03126 -0.01 -0.68 0.92 0.11
H 5.12107 -19.40243 12.71198 0.06 0.17 -0.27 0.09
H 6.41466 -21.25948 11.73957 0.23 -0.20 0.19 0.11
H 4.90969 -21.76754 10.96894 0.31 0.50 0.17 0.12
H 5.03187 -21.48742 13.99777 -0.23 -0.24 -0.45 0.12
H 5.43815 -22.93699 13.12313 0.10 -0.43 0.03 0.11

***

(4)
19
Properties=species:S:1:pos:R:3:forces:R:3:lowdin_charge:R:1 method="wB97M-V/def2-TZVPD" lumo_energy_ev=0.492 orbital_gap_ev=9.230
Br -4.18139 -1.02472 0.27580 -1.25 -0.13 0.74 0.91
C -3.03906 -0.39113 -0.93262 2.50 1.55 -2.05 -0.95
N -2.66296 0.49112 -1.76355 -1.38 -0.75 1.39 0.21
N -1.83266 -0.84164 -1.45590 -1.10 -0.72 -1.70 -0.01
C -0.65294 -0.68133 -0.75743 0.40 -1.28 0.92 -0.34
C -0.67657 -1.02673 0.58535 2.60 0.85 1.57 -0.02
C 0.56773 -0.88470 1.36301 -1.81 -0.25 -2.93 -0.03
C 1.73888 -0.55253 0.68308 -1.02 0.23 1.00 -0.10
C 1.66263 -0.29464 -0.65387 2.01 1.13 -2.09 -0.16
C 0.55925 -0.43620 -1.41180 -1.28 1.39 -2.06 -0.06
H -1.62828 -1.26424 1.07830 0.74 0.15 -0.15 0.06
H 0.48026 -0.92839 2.40556 0.22 -0.37 1.34 0.08
H 2.68024 -0.31585 1.11691 0.41 -0.11 0.94 0.09
H 2.45174 0.23303 -1.24768 0.04 -1.00 1.12 0.12
H 0.67553 -0.06942 -2.50092 -0.87 -0.95 1.82 0.15
C -0.68768 2.31247 0.72364 1.94 -2.50 -0.82 -0.12
O -1.47402 1.64389 1.35002 -0.03 1.60 -0.16 -0.03
H 0.02890 1.70667 -0.01544 -1.31 1.42 0.93 0.10
H -0.39602 3.38234 0.85565 -0.81 -0.28 0.19 0.08

***

(5)
9
Properties=species:S:1:pos:R:3:forces:R:3:lowdin_charge:R:1 method="wB97M-V/def2-TZVPD" lumo_energy_ev=-5.228 orbital_gap_ev=11.819 charge=+1
O -1.09147 -0.88734 1.52138 -0.57 -2.33 -0.88 -0.05
H -0.33487 -0.17548 0.21647 0.99 1.84 -0.17 0.15
H -1.42431 -1.80330 1.24528 0.37 1.84 0.41 0.13
H -0.67492 -1.10218 2.36593 0.14 0.35 0.14 0.08
C 0.60473 0.80969 -1.44960 -2.50 -1.07 -1.76 0.14
N 0.40746 0.54128 -0.23299 -1.72 -1.89 -0.37 0.18
H -0.17884 0.58946 -2.24897 1.16 0.11 1.27 0.15
H 1.53867 1.19174 -1.74352 0.94 0.99 -0.36 0.10
H 1.15356 0.83612 0.32602 1.19 0.16 1.72 0.12

***

(6)
70
Properties=species:S:1:pos:R:3:forces:R:3:lowdin_charge:R:1 method="wB97M-V/def2-TZVPD" lumo_energy_ev=-2.244 orbital_gap_ev=10.090 charge=+1
O 0.06973 0.01167 0.29039 0.63 0.54 1.36 0.25
H -0.05558 -0.88869 0.59901 0.19 -1.80 0.45 0.10
H -0.79378 0.31853 0.00440 -2.13 0.86 -0.91 0.06
H 0.69974 0.07458 -0.43123 1.09 -0.13 -1.11 0.09
C 4.37802 -0.76058 -1.31931 0.77 0.51 -0.51 -0.05
C 2.99702 -1.13607 -0.81418 3.53 -2.58 2.12 -0.37
O 2.02215 -0.49770 -1.46342 -2.59 1.64 -1.67 -0.06
H 4.58666 -1.37679 -2.19386 0.09 0.22 -0.25 0.08
H 5.25187 -0.88958 -0.68068 -0.41 -0.34 0.49 0.09
H 4.42543 0.28921 -1.60877 -0.16 0.01 -0.11 0.07
H 2.92171 -1.06165 0.27067 -0.29 0.33 0.02 0.12
H 2.92544 -2.19097 -1.07907 -0.15 -0.53 0.65 0.12
H 2.11023 -0.88437 -2.33768 -0.78 0.65 -0.63 0.13
C -2.74800 1.35318 1.93206 0.94 1.07 -1.32 -0.03
C -2.57825 1.77187 0.43598 -2.52 0.84 1.41 -0.29
O -2.36879 0.66396 -0.37287 1.71 -1.81 -0.21 -0.11
H -3.65908 0.76504 2.04218 0.42 -0.22 0.20 0.08
H -2.79830 2.25522 2.54189 -0.36 0.08 -0.07 0.08
H -1.80817 0.90523 2.25478 -0.27 -0.69 0.16 0.06
H -1.88074 2.59046 0.25851 0.26 -0.17 0.15 0.11
H -3.56554 2.05620 0.07194 -0.06 1.12 0.52 0.11
H -2.78065 0.85755 -1.21815 -0.06 0.13 -0.53 0.06
C 2.97133 2.80606 -0.98917 0.53 -0.53 -0.53 -0.04
C 2.21826 2.74519 0.31925 0.99 -2.13 -1.89 -0.53
C 2.46948 3.79804 1.28849 -0.10 1.76 1.08 -0.05
O 0.88589 2.51283 -0.08592 -1.21 0.29 0.80 -0.05
H 2.95194 1.79733 -1.40172 0.10 -0.04 0.06 0.04
H 4.02186 3.06626 -0.85964 -0.07 0.42 -0.29 0.09
H 2.41785 3.34298 -1.75954 0.39 0.79 0.19 0.09
H 2.55269 1.78935 0.72251 -0.17 -0.14 0.60 0.13
H 3.52951 4.03491 1.37976 0.11 -0.49 0.18 0.10
H 2.04422 3.54900 2.26072 0.12 0.09 0.08 0.09
H 2.06850 4.76700 0.99112 -0.42 0.07 -0.19 0.09
H 0.53933 3.37903 -0.31219 -0.32 0.13 -0.19 0.10
C -2.51755 -3.17905 1.17374 3.29 0.05 0.09 -0.02
C -1.38019 -3.46105 0.07007 -3.19 0.86 -1.45 -0.41
C -1.98260 -2.88650 -1.26815 0.73 -1.82 0.10 -0.04
O -0.17676 -2.78110 0.26667 1.17 1.57 1.59 -0.08
H -1.87698 -3.25251 2.05259 -0.62 -0.07 0.76 0.07
H -3.34848 -3.88143 1.23937 0.32 -0.03 -0.42 0.08
H -2.85193 -2.14233 1.13488 -0.13 -0.07 -0.30 0.07
H -1.07228 -4.50646 0.04959 -0.86 -0.27 -0.24 0.14
H -1.71501 -1.84862 -1.46639 -0.40 0.21 0.71 0.06
H -3.05243 -3.09488 -1.25688 0.06 0.35 -0.44 0.08
H -1.50844 -3.40083 -2.10406 -0.24 -0.29 -0.29 0.07
H 0.41287 -2.96871 -0.46732 -0.03 -0.20 -0.10 0.10
C 2.69188 -0.54164 3.70075 -0.22 -1.04 -0.01 -0.04
C 1.68126 -1.66126 3.27170 1.80 -0.41 3.89 -0.50
C 1.26912 -2.52458 4.52187 2.32 -0.75 0.38 -0.04
O 0.50287 -1.10764 2.95774 -2.98 1.91 -3.00 -0.06
H 3.54053 -1.01723 4.19239 0.12 0.19 0.00 0.08
H 2.22123 0.13831 4.41086 -0.05 0.01 0.14 0.08
H 3.05465 0.04860 2.85925 -0.07 -0.07 -0.14 0.06
H 2.19760 -2.20985 2.48395 -0.75 -0.36 -0.26 0.13
H 0.83202 -1.98098 5.35945 -0.20 0.77 -0.45 0.08
H 2.18934 -2.89043 4.97736 0.16 -0.47 0.09 0.07
H 0.62358 -3.39349 4.39386 0.02 0.16 -0.75 0.08
H 0.35802 -0.38258 3.57004 -0.20 0.06 0.00 0.10
C -1.61916 1.08045 -3.67429 -0.17 -0.71 -0.30 -0.04
C -3.03384 1.57397 -3.88889 -0.35 -0.17 0.75 -0.47
C -4.01683 0.43023 -4.04110 0.15 -1.21 -1.40 -0.05
O -3.46387 2.16295 -2.68124 0.53 1.30 1.59 -0.07
H -0.82443 1.82645 -3.67732 -0.30 0.17 -0.08 0.09
H -1.48190 0.37655 -4.49514 0.58 -0.03 0.02 0.09
H -1.55501 0.51737 -2.74320 0.05 -0.11 -0.01 0.06
H -2.97665 2.33841 -4.66378 -0.56 -0.23 -0.39 0.15
H -3.66550 -0.31681 -4.75286 0.02 0.02 -0.31 0.08
H -5.02787 0.67822 -4.36424 0.09 0.48 0.04 0.09
H -4.12425 -0.13574 -3.11577 0.20 0.29 0.28 0.08
H -4.32495 2.57966 -2.76179 -0.08 -0.02 -0.21 0.11

***

Relative energy (zero: lowest compared OMol25 entry of this formula, charge and spin)
In order: 611.3 130.8 72.7 328.4 56.9 198.9
Unit: kJ/mol
Strongest force on any atom
In order: 3.3 6.0 2.9 3.6 3.2 4.9
Unit: eV Å⁻¹
M
In order: 92.12 398.03 795.42 227.06 48.07 351.54
Unit: g mol⁻¹